No. 1
119
Properties=species:S:1:pos:R:3:lowdin_charge:R:1 method="wB97M-V/def2-TZVPD" charge=+1 lumo_energy_ev=-4.335
Ce -0.25504 0.25649 1.39847 0.5501
C -2.55419 -3.81735 -2.10522 -0.0016
N -1.55857 -3.26463 -1.19143 -0.0305
C -1.32041 -1.95257 -0.96672 -0.4287
N -0.40396 -1.81509 -0.01702 -0.0073
C -0.05370 -3.07880 0.39386 -0.1716
C -0.76037 -3.99539 -0.33946 -0.0965
C -0.74352 -5.46510 -0.27656 -0.1776
C -0.93181 -6.09195 0.95261 -0.0115
C -0.88705 -7.47394 1.04159 -0.0575
C -0.65853 -8.23752 -0.09462 -0.0688
C -0.47026 -7.61798 -1.32225 -0.0667
C -0.50787 -6.23513 -1.41286 -0.0404
C 0.92249 -3.35357 1.46831 -0.1741
C 0.71259 -2.86479 2.75328 -0.0622
C 1.61463 -3.14509 3.77021 -0.0551
C 2.73430 -3.91943 3.50528 -0.0631
C 2.95257 -4.40682 2.22156 -0.0560
C 2.04925 -4.13032 1.20836 -0.0278
P -2.07231 -0.63341 -1.96337 1.2026
C -0.57851 0.34849 -2.22996 -0.4305
N 0.25679 0.83003 -1.31495 0.0952
C 1.25112 1.47924 -2.02178 -0.1625
C 1.00452 1.36125 -3.36474 -0.1135
N -0.16168 0.65398 -3.48140 -0.0407
C -0.83847 0.33599 -4.73436 -0.0101
C 1.79091 1.83650 -4.51450 -0.1769
C 2.25386 0.93780 -5.47273 -0.0354
C 3.02199 1.38420 -6.53660 -0.0664
C 3.34435 2.73009 -6.64210 -0.0713
C 2.89444 3.62794 -5.68424 -0.0610
C 2.11893 3.18431 -4.62469 -0.0142
C 2.48859 2.11369 -1.50612 -0.1809
C 2.48839 3.38588 -0.94493 -0.0848
C 3.68520 4.01709 -0.63899 -0.0633
C 4.89381 3.39529 -0.92122 -0.0886
C 4.90380 2.13734 -1.50826 -0.0782
C 3.70588 1.50144 -1.80267 -0.0479
C -2.90498 0.42363 -0.74696 -0.4306
N -2.35743 1.07764 0.26956 -0.0230
C -3.35447 1.81192 0.86613 -0.1661
C -4.52260 1.61091 0.17584 -0.0992
N -4.21878 0.73447 -0.84009 -0.0349
C -5.18437 0.19046 -1.78899 -0.0024
C -5.87855 2.12659 0.42842 -0.1879
C -6.57801 2.82918 -0.54917 -0.0407
C -7.84663 3.32153 -0.28270 -0.0673
C -8.41975 3.12157 0.96504 -0.0694
C -7.72330 2.42790 1.94562 -0.0583
C -6.45871 1.92930 1.67904 -0.0142
C -3.15123 2.66807 2.04985 -0.1853
C -3.68068 3.95689 2.07022 -0.0171
C -3.50170 4.77287 3.17483 -0.0558
C -2.78795 4.31432 4.27584 -0.0639
C -2.24499 3.03986 4.26083 -0.0654
C -2.43182 2.22700 3.15402 -0.1204
H -3.46107 -3.21996 -2.05806 0.0767
H -2.78039 -4.83149 -1.78799 0.0986
H -2.17757 -3.83373 -3.12685 0.0998
H -1.11338 -5.49309 1.83573 0.1255
H -1.03424 -7.95441 1.99904 0.1108
H -0.62561 -9.31612 -0.02300 0.1090
H -0.28233 -8.21028 -2.20705 0.1087
H -0.33157 -5.75310 -2.36704 0.1167
H -0.18093 -2.29374 2.97754 0.0438
H 1.43986 -2.75877 4.76570 0.1169
H 3.43870 -4.14222 4.29524 0.1086
H 3.83066 -5.00111 2.00953 0.1112
H 2.22331 -4.50743 0.20829 0.1216
H -0.50403 1.04057 -5.49037 0.0988
H -1.91391 0.43055 -4.60573 0.0731
H -0.59860 -0.67610 -5.05764 0.0989
H 2.03768 -0.11867 -5.36951 0.1186
H 3.38260 0.67905 -7.27279 0.1081
H 3.95022 3.07769 -7.46765 0.1079
H 3.14714 4.67642 -5.76207 0.1091
H 1.77064 3.88265 -3.87449 0.1204
H 1.55094 3.89231 -0.77386 0.0758
H 3.67224 5.00637 -0.20182 0.1109
H 5.82547 3.90291 -0.70792 0.1075
H 5.84264 1.65922 -1.75719 0.1100
H 3.69701 0.53645 -2.29471 0.0992
H -6.16011 0.17575 -1.31179 0.1021
H -4.90120 -0.82419 -2.05643 0.0671
H -5.23221 0.80308 -2.68779 0.1004
H -6.12250 3.01367 -1.51476 0.1171
H -8.38287 3.86959 -1.04536 0.1084
H -9.40757 3.50824 1.17459 0.1086
H -8.16774 2.27025 2.91855 0.1104
H -5.91406 1.38488 2.43990 0.1276
H -4.22720 4.32391 1.21072 0.1221
H -3.91529 5.77222 3.17496 0.1093
H -2.64773 4.95269 5.13763 0.1091
H -1.67525 2.67639 5.10528 0.1168
H -2.04213 1.21401 3.18994 0.0289
Br 0.41507 2.88772 1.63147 0.4679
Cl -2.33855 -1.18105 2.26455 0.2246
O 1.03819 0.18664 3.29240 -0.0955
C 2.03778 0.19268 2.51307 -0.5845
O 1.87482 -0.29994 1.32381 -0.1351
C 3.33190 0.75173 2.90341 -0.1087
C 4.24380 1.20945 1.95862 0.0270
C 5.45500 1.72894 2.38593 -0.0228
C 5.76632 1.77277 3.73827 0.0302
C 4.83544 1.30748 4.64726 -0.1125
C 3.61127 0.80604 4.26536 0.0903
N 5.16090 1.35230 6.09643 -0.3508
O 4.32929 0.91706 6.86119 0.0924
O 6.24580 1.78894 6.40461 0.0954
H 4.00056 1.17324 0.90437 0.1038
H 6.16527 2.10014 1.66038 0.1110
H 6.70854 2.16314 4.09483 0.1273
H 2.90373 0.46515 5.00584 0.1390
N 3.86601 -1.81656 -0.69656 -0.0491
N 2.75778 -1.62395 -1.57665 -0.0562
H 3.58045 -1.72063 0.27378 0.0429
H 4.55282 -1.09690 -0.88784 0.0463
H 2.07159 -0.96124 -1.20874 0.0283
H 2.29041 -2.51985 -1.66362 0.0522

---

No. 2
77
Properties=species:S:1:pos:R:3:lowdin_spin:R:1 method="wB97M-V/def2-TZVPD" charge=+2 e_above_lowest_ev=12.906 spin_multiplicity=3 lumo_energy_ev="-8.588 / -10.462" s2=2.027
Cu 6.86268 0.40762 0.20246 -0.0003
Cu -0.64943 -0.80323 6.09486 -0.0003
S 1.15796 0.01103 0.80611 -0.0672
O 0.46667 0.98911 0.05585 0.3854
O 0.90933 0.08183 2.26156 0.6039
O 0.74549 -1.31465 0.42511 0.5799
O 2.59769 0.14535 0.68281 0.4987
C -2.08847 2.37641 -4.78851 0.0000
C -0.71351 3.11604 -4.88999 0.0000
O 0.31148 2.29251 -4.38449 0.0000
O -2.50996 2.62368 -3.44407 0.0000
H -2.01717 1.32357 -5.06157 0.0000
H -2.80045 2.82007 -5.48446 0.0000
H -0.75119 4.04548 -4.32182 0.0000
H -0.43375 3.31072 -5.92534 0.0000
H 0.10263 2.20355 -3.45171 0.0000
H -1.76244 2.35232 -2.90631 0.0000
C 0.44006 6.71821 1.59050 0.0000
C 0.89711 6.17941 2.96605 0.0000
O 1.74514 5.03615 2.83906 0.0000
O -0.59149 5.88982 1.01847 0.0000
H 1.19167 6.79473 0.80480 0.0000
H -0.07262 7.67169 1.71755 0.0000
H -0.05832 6.01316 3.46366 0.0000
H 1.35001 6.88354 3.66403 0.0000
H 1.28592 4.22754 2.60062 0.0000
H -0.23777 5.04599 0.72788 0.0000
C 6.15049 3.98511 -3.37302 0.0000
C 5.36010 4.60909 -2.17331 0.0000
O 5.79095 3.92702 -0.97804 0.0000
O 6.27715 2.56374 -3.25488 0.0000
H 7.02587 4.59670 -3.59159 0.0000
H 5.55017 4.09579 -4.27606 0.0000
H 4.29846 4.51221 -2.40053 0.0000
H 5.58587 5.64717 -1.92937 0.0000
H 5.27658 4.11898 -0.19053 0.0000
H 5.93598 2.15049 -4.05139 0.0000
C 4.37234 -5.01537 -2.05819 0.0000
C 4.86841 -3.67454 -2.62014 0.0000
O 6.07786 -3.29088 -2.02954 0.0000
O 4.03118 -4.93128 -0.66182 0.0000
H 5.18962 -5.73641 -2.07381 0.0000
H 3.46148 -5.32698 -2.56938 0.0000
H 4.09181 -2.92036 -2.49286 0.0000
H 5.02692 -3.73847 -3.69666 0.0000
H 6.68338 -4.01912 -1.87263 0.0000
H 3.43065 -4.18486 -0.60000 0.0000
C -6.10224 0.70778 2.58651 0.0000
C -4.91357 1.41049 3.33201 0.0000
O -4.54932 0.64905 4.46822 0.0000
O -7.24587 0.76329 3.34851 0.0000
H -5.83831 -0.31014 2.29963 0.0000
H -6.42165 1.20923 1.67292 0.0000
H -5.22284 2.38744 3.70352 0.0000
H -4.04679 1.60860 2.70150 0.0000
H -5.19243 0.89151 5.13846 0.0000
H -7.53931 1.67212 3.44606 0.0000
C -1.54450 -5.33778 4.33906 0.0000
C -0.07432 -5.52316 4.75273 0.0000
O 0.37324 -4.61952 5.68405 0.0000
O -1.75790 -4.05209 3.85627 0.0000
H -2.10159 -5.47020 5.26654 0.0000
H -1.79224 -6.13163 3.63441 0.0000
H 0.52249 -5.56707 3.84170 0.0000
H -0.01965 -6.53099 5.16431 0.0000
H 1.10812 -5.06055 6.11655 0.0000
H -1.32327 -3.93579 3.00823 0.0000
C -5.05045 -4.72087 -1.50702 0.0000
C -4.23163 -3.60864 -2.07446 0.0000
O -2.86594 -3.91666 -2.41919 0.0000
O -5.75794 -5.61239 -2.38710 0.0000
H -5.90383 -4.30998 -0.96757 0.0000
H -4.40150 -5.30386 -0.85351 0.0000
H -4.18096 -2.70749 -1.46334 0.0000
H -4.76576 -3.29607 -2.97174 0.0000
H -2.31858 -3.64401 -1.67913 0.0000
H -6.70400 -5.45062 -2.40720 0.0000

---

No. 3
12
Properties=species:S:1:pos:R:3:nbo_charge:R:1 method="wB97M-V/def2-TZVPD" charge=0 e_above_lowest_ev=0.185 lumo_energy_ev=-3.269
C 1.77161 0.37562 -0.65828 0.7201
N -3.16232 -0.39098 -0.40869 -0.2868
N -2.09784 -0.83037 -0.09140 0.6325
O -1.58618 -1.86432 -0.18856 -0.1244
O -0.61928 0.18083 0.43542 -0.9514
O 1.37081 -0.76312 1.64355 -0.9096
O 1.14610 1.66418 1.49179 -0.8905
F 3.10782 0.49322 -0.53802 -0.3001
F 1.21608 1.22691 -1.47306 -0.2923
F 1.56204 -0.89718 -1.13963 -0.3391
S 0.88395 0.37794 0.96553 2.3209
H -3.59278 0.42727 -0.03864 0.4206

---

No. 4
84
Properties=species:S:1:pos:R:3:lowdin_charge:R:1 method="wB97M-V/def2-TZVPD" charge=0 smiles=OCCO.OCCO.OCCO.OCCO.OCCO.OCCO.CO.CO.CO.CO e_above_lowest_ev=3.805 lumo_energy_ev=0.186
O 1.68047 -0.19673 8.53621 -0.0601
C 0.90776 0.85231 9.10869 -0.2539
C 0.63440 0.68872 10.59757 -0.2669
O -0.24162 -0.40503 10.76650 -0.0530
H 1.15790 -0.55338 7.81418 0.0821
H 1.47672 1.77078 8.96446 0.1125
H -0.04623 0.93608 8.58812 0.1209
H 0.22884 1.64247 10.93519 0.1167
H 1.58383 0.45633 11.07994 0.1213
H -0.12718 -0.47909 11.71678 0.0805
O 8.78232 0.54031 6.59376 -0.0657
C 7.63766 0.00831 5.96840 -0.2382
C 7.42786 0.57986 4.52231 -0.2557
O 6.65389 -0.26520 3.75895 -0.0695
H 9.13021 -0.11217 7.20601 0.0836
H 7.59506 -1.07994 5.92390 0.1090
H 6.81459 0.21231 6.65327 0.1137
H 8.34190 0.71780 3.94472 0.1185
H 6.85764 1.50814 4.55769 0.1204
H 7.11889 -1.10448 3.72747 0.0839
O 0.19866 -6.83929 2.09554 -0.0644
C 1.23368 -5.95840 1.86579 -0.2658
C 1.95086 -5.46398 3.17311 -0.2240
O 0.97320 -4.77172 3.95101 -0.0650
H 0.27605 -7.66305 1.60869 0.0897
H 1.92364 -6.44446 1.17599 0.1151
H 0.74521 -5.10778 1.39045 0.1138
H 2.74029 -4.74382 2.95803 0.1099
H 2.53104 -6.25832 3.64270 0.1102
H 0.49782 -5.45221 4.43323 0.0804
O -9.17218 1.33671 -3.99309 -0.0483
C -8.64927 1.22380 -2.69732 -0.2600
C -9.65522 0.48371 -1.79101 -0.2216
O -10.08371 -0.65818 -2.55225 -0.0829
H -9.61974 0.48771 -4.01527 0.0587
H -7.83253 0.50866 -2.59926 0.1074
H -8.23467 2.17945 -2.37646 0.1233
H -10.51184 1.13691 -1.62479 0.1135
H -9.27398 0.14639 -0.82718 0.1160
H -10.88364 -1.01702 -2.16116 0.0939
O 0.69829 8.90081 -8.27460 -0.0601
C 1.38282 7.62506 -7.99589 -0.2131
C 2.01357 7.81427 -6.64947 -0.2643
O 0.95307 7.69032 -5.70834 -0.0864
H -0.07559 8.93237 -7.70740 0.0744
H 0.91872 6.64207 -7.91568 0.1175
H 2.16535 7.48034 -8.74074 0.1137
H 2.50335 8.76833 -6.45460 0.1206
H 2.70659 7.05717 -6.28257 0.1171
H 1.06380 6.82979 -5.29746 0.0807
O -1.24800 0.42312 -0.78177 -0.0948
C -0.06556 0.87412 -0.08796 -0.2099
C 0.95014 1.06576 -1.20411 -0.2799
O 0.74740 2.22170 -1.94456 -0.0495
H -1.68651 -0.32987 -0.37888 0.0789
H -0.42458 1.78458 0.39190 0.1156
H 0.24235 0.21479 0.72357 0.1152
H 0.95168 0.21356 -1.88370 0.1193
H 1.95311 1.07982 -0.77753 0.1160
H 0.00679 2.09220 -2.54150 0.0891
C -2.99898 -0.71140 -7.68405 -0.1430
O -3.21614 -2.05695 -8.16143 -0.1443
H -3.62204 -0.65585 -6.79141 0.0725
H -1.95943 -0.57299 -7.38694 0.0752
H -3.24574 0.04746 -8.42657 0.0728
H -4.11603 -2.21177 -8.45780 0.0672
C -5.97897 -4.27461 3.03872 -0.1613
O -4.74577 -3.83114 2.46074 -0.1260
H -6.54204 -3.34961 3.16296 0.0731
H -6.64638 -4.88378 2.42915 0.0709
H -5.75910 -4.71711 4.01030 0.0782
H -4.11145 -4.50768 2.70877 0.0651
C 7.97295 3.59770 -3.04381 -0.1518
O 8.57853 4.17165 -4.20979 -0.1393
H 8.37700 2.58778 -2.97372 0.0723
H 8.41610 4.17233 -2.23047 0.0703
H 6.88854 3.62914 -2.93824 0.0801
H 9.52569 4.03688 -4.13022 0.0684
C -2.54192 -4.98369 -3.74070 -0.1497
O -2.76603 -5.99807 -4.75390 -0.1285
H -2.83748 -5.28231 -2.73493 0.0729
H -1.45624 -4.90721 -3.80022 0.0680
H -2.87276 -3.95071 -3.84848 0.0702
H -2.86728 -5.57053 -5.60746 0.0666

---

No. 5
17
Properties=species:S:1:pos:R:3:nbo_charge:R:1 method="wB97M-V/def2-TZVPD" charge=0 smiles="CC1=C(C)CC=C1" e_above_lowest_ev=4.109 lumo_energy_ev=0.909
C 0.31913 -2.01550 -0.15611 -0.6879
C -0.31430 -0.68340 -0.05069 0.0417
C 0.53246 0.58076 -0.29600 -0.0449
C 1.99643 0.75589 -0.06290 -0.6760
C -0.62106 1.49355 0.06608 -0.4761
C -1.98652 0.80134 0.09762 -0.1676
C -2.00492 -0.51990 0.11652 -0.2262
H -0.32051 -2.76347 -0.68631 0.2240
H 0.34112 -2.60611 0.80753 0.2130
H 1.35271 -1.81815 -0.46638 0.2212
H 2.59295 0.16156 -0.75823 0.2291
H 2.33537 0.39173 0.97795 0.2337
H 2.23510 1.81853 -0.45400 0.2316
H -0.49662 2.44317 -0.63949 0.2131
H -0.26743 1.84202 1.07566 0.2398
H -2.90632 1.35317 0.30149 0.2026
H -2.78758 -1.23520 0.12723 0.2288